86
Properties=species:S:1:pos:R:3 method="wB97M-V/def2-TZVPD" total_charge=+1 spin_multiplicity=3 lumo_ev="-3.6 / -4.0" gap_ev="7.484 / 7.495" total_energy_ev=-197987.6667
V 0.563 -0.526 -0.414
F -2.724 -5.886 3.302
C -1.976 -4.846 2.991
C -1.586 -3.947 3.969
F -1.950 -4.138 5.225
C -0.796 -2.863 3.628
F -0.383 -2.087 4.625
C -0.401 -2.610 2.314
P 0.644 -1.139 1.894
C 2.168 -1.720 2.715
C 2.920 -2.677 2.031
C 4.041 -3.235 2.620
C 4.428 -2.841 3.893
C 3.678 -1.898 4.579
C 2.548 -1.340 3.999
C -0.030 0.222 2.888
C -1.385 0.306 3.198
C -1.856 1.364 3.957
C -0.988 2.361 4.377
C 0.347 2.322 4.007
C 0.827 1.258 3.258
C -0.751 -3.570 1.363
Br -0.074 -3.531 -0.407
C -1.532 -4.664 1.693
F -1.850 -5.566 0.771
H 2.622 -2.990 1.037
H 4.616 -3.983 2.088
H 5.308 -3.270 4.351
H 3.965 -1.597 5.578
H 1.965 -0.622 4.556
H -2.070 -0.460 2.853
H -2.904 1.410 4.223
H -1.356 3.179 4.983
H 1.017 3.118 4.303
H 1.871 1.220 2.965
Cl 5.271 -1.296 -5.823
C 3.973 -1.136 -4.702
C 2.656 -1.084 -5.188
C 1.597 -0.962 -4.322
Cl -0.025 -0.888 -4.887
C 1.814 -0.890 -2.931
O 0.842 -0.768 -2.076
C 3.154 -0.925 -2.458
C 3.377 -0.786 -1.064
O 2.478 -0.654 -0.198
C 4.226 -1.052 -3.361
H 2.483 -1.131 -6.254
H 4.413 -0.793 -0.710
H 5.243 -1.072 -2.989
C -3.139 3.706 -0.989
C -2.548 2.646 -0.053
C -3.680 1.903 0.668
C -1.619 3.318 0.963
Si -1.527 1.410 -1.060
O -0.856 0.257 -0.061
C 0.025 2.236 -1.772
C 1.167 2.374 -0.975
C 2.336 2.926 -1.483
C 2.378 3.370 -2.797
C 1.248 3.262 -3.596
C 0.086 2.698 -3.088
C -2.484 0.468 -2.371
C -3.072 1.111 -3.462
C -3.761 0.392 -4.427
C -3.892 -0.984 -4.306
C -3.334 -1.637 -3.217
C -2.634 -0.916 -2.262
H -3.689 4.452 -0.408
H -3.835 3.260 -1.703
H -2.353 4.226 -1.545
H -4.246 2.605 1.287
H -3.288 1.116 1.315
H -4.368 1.446 -0.047
H -2.198 3.977 1.616
H -0.858 3.920 0.460
H -1.113 2.581 1.590
H 1.133 2.094 0.078
H 3.207 3.031 -0.848
H 3.285 3.807 -3.193
H 1.272 3.615 -4.619
H -0.780 2.600 -3.731
H -2.996 2.188 -3.564
H -4.202 0.907 -5.271
H -4.433 -1.545 -5.057
H -3.446 -2.709 -3.111
H -2.204 -1.431 -1.410